{"formula": "C2H5NO2", "method": "ωB97M-V with the def2-TZVPD basis set", "elements": ["C", "O", "C", "N", "O", "H", "H", "H", "H", "H"], "coordinates": [[-0.567, -1.138, -1.252], [-0.678, -1.022, 0.247], [-0.146, 0.064, 0.837], [0.592, 0.977, 0.335], [0.924, 1.866, 1.461], [-1.461, -0.403, -1.732], [0.529, -0.603, -1.432], [-0.687, -2.332, -1.608], [-0.382, 0.175, 1.875], [1.875, 2.418, 1.269]], "e_homo_ev": -9.3, "max_force_ev_per_a": 4.9, "total_energy_ev": -7736.0221}